# 1
107
Properties=species:S:1:pos:R:3:forces:R:3 method="wB97M-V/def2-TZVPD" spin_multiplicity=1 relative_energy_kcal_mol=19.0 homo_ev=-9.52
C 5.055029 0.582808 1.567152 -0.132 0.078 -0.130
C 3.553498 0.405053 1.910821 1.817 -0.023 0.552
O 3.148827 1.493224 2.789549 -1.087 -0.228 -0.792
B 2.368594 2.391959 2.092706 0.704 -0.319 0.830
O 1.157539 2.779128 2.678540 0.026 -0.240 -1.044
N 2.899199 2.890069 0.803114 -1.296 1.535 -0.227
C 3.586747 4.202495 0.944404 1.227 -0.481 0.666
C 4.868063 4.256309 0.085358 -0.248 0.877 -0.114
C 4.611750 4.541457 -1.415370 0.390 -0.064 -0.281
C 5.611976 3.852165 -2.384926 -0.605 0.431 0.437
C 5.743425 2.348061 -2.192343 0.800 -0.016 -0.479
O 4.496976 1.674221 -2.422852 0.246 -0.196 0.781
C 4.604917 0.637631 -3.307342 -0.313 -0.901 1.735
C 4.704683 -0.794918 -2.800090 0.556 0.229 0.622
O 4.589162 0.851216 -4.456245 0.049 0.591 -2.939
C 1.945703 2.865217 -0.260771 1.147 1.205 1.208
O 1.932828 1.948640 -0.992556 -0.841 -2.300 -1.552
O 1.127121 3.931597 -0.391261 -0.008 -0.113 0.070
C -0.074271 3.629053 -1.125725 -0.509 0.569 0.146
C -1.039604 2.863947 -0.195671 -1.530 0.398 -0.394
C -1.742223 1.664966 -0.894060 1.664 2.132 1.715
F -0.776164 0.983542 -1.527510 -0.598 -0.897 -0.771
F -2.638921 2.185360 -1.743142 -0.407 -0.628 -0.604
C -2.363615 0.779663 0.228295 0.917 -0.284 -0.964
F -2.800376 1.524400 1.218477 -1.208 0.640 0.235
F -1.354113 0.084048 0.743930 0.624 -0.448 0.131
S -3.661764 -0.468373 -0.329008 -0.811 -1.057 1.093
F -4.258052 -0.482327 1.165100 0.121 -0.264 -0.324
F -4.706151 0.668213 -0.677757 0.492 0.149 -0.399
F -3.090642 -0.527232 -1.804630 -0.027 0.426 0.104
F -2.714043 -1.690780 0.076525 -0.209 0.317 -0.479
F -4.749442 -1.546431 -0.756845 0.005 0.238 0.092
H 5.506149 1.340137 2.224177 -0.301 -0.149 -0.094
H 5.193594 0.931132 0.534841 0.002 -0.231 0.218
H 5.615656 -0.342790 1.756035 -0.183 0.154 -0.351
H 3.484907 -0.528639 2.478790 -0.510 0.327 -0.056
H 2.919722 0.351970 1.018618 0.186 -0.026 0.175
H 0.562231 2.020355 2.575275 0.009 0.213 0.632
H 2.937480 5.071911 0.775577 0.018 -0.316 -0.112
H 3.935970 4.262034 1.990769 -0.244 0.061 -0.235
H 5.503038 3.377479 0.248099 -0.477 0.000 0.025
H 5.455101 5.105376 0.478716 -0.091 -0.256 -0.103
H 4.734309 5.626157 -1.559950 -0.234 -0.272 -0.077
H 3.594295 4.303483 -1.756251 0.174 -0.125 0.369
H 5.265175 4.048443 -3.410053 0.206 -0.129 0.202
H 6.585333 4.354020 -2.265089 -0.064 -0.448 -0.053
H 6.483084 1.983039 -2.925867 -0.185 0.106 0.176
H 6.134206 2.064106 -1.202850 -0.261 0.183 -0.170
H 5.181002 -0.845148 -1.812031 -0.354 0.030 -0.113
H 5.345331 -1.347023 -3.496113 -0.286 0.137 0.019
H 3.726534 -1.285731 -2.758577 0.149 0.271 0.055
H 0.103561 3.145096 -2.090492 0.318 -0.186 0.406
H -0.525680 4.601974 -1.349950 0.263 -0.158 0.197
H -1.866427 3.568668 0.053029 0.672 -0.583 0.001
H -0.599076 2.573092 0.758871 0.255 0.034 -0.328
C -3.144177 6.147794 5.227972 -0.184 -0.162 0.233
C -2.891719 5.244353 4.028906 -0.096 0.510 0.527
C -1.471110 4.763986 3.903878 0.213 -0.413 0.101
O -1.348628 4.542302 2.496087 -0.287 0.286 -0.187
C -2.192859 5.421619 1.891845 0.074 0.128 -0.124
O -2.170703 5.687196 0.728915 -0.081 -0.089 0.245
O -3.050692 5.960581 2.790735 0.208 -0.195 -0.313
H -2.248704 6.269869 5.839037 0.049 0.065 -0.116
H -3.489160 7.132694 4.917700 0.037 -0.044 -0.089
H -3.905796 5.712971 5.875299 -0.028 0.081 -0.036
H -3.601986 4.414158 4.018808 0.093 -0.053 -0.090
H -1.281672 3.848717 4.461055 0.076 -0.066 -0.197
H -0.734830 5.517994 4.192833 -0.125 0.063 0.075
C -2.745293 -3.637578 2.021095 0.200 0.155 0.186
C -2.276738 -4.504457 3.181177 -0.363 0.307 -0.560
C -1.505388 -5.730314 2.766337 0.402 -0.079 0.076
O -1.755620 -6.628926 3.850671 -0.267 0.120 -0.004
C -2.982097 -6.306123 4.347647 -0.135 -0.112 0.125
O -3.611909 -6.991012 5.085378 0.083 0.087 -0.028
O -3.390433 -5.097910 3.874458 0.260 -0.359 0.132
H -2.405469 -4.026450 1.060149 -0.080 -0.107 0.082
H -3.831288 -3.555480 1.997671 0.016 -0.069 0.069
H -2.333991 -2.635680 2.113423 -0.051 -0.025 0.048
H -1.722246 -3.905374 3.907172 0.058 -0.125 0.024
H -0.439310 -5.542479 2.652096 0.009 -0.130 0.149
H -1.890283 -6.187807 1.850644 -0.080 0.161 -0.034
C -0.896420 -3.634029 -1.794176 -0.144 0.051 -0.279
C 0.426401 -2.918564 -1.564781 -0.649 -0.319 -0.062
C 1.636060 -3.684937 -2.033131 0.207 0.070 -0.292
O 2.666161 -3.179529 -1.173317 -0.202 0.014 0.262
C 2.059534 -2.829428 -0.007692 0.016 0.079 0.151
O 2.628339 -2.600129 1.011881 0.005 0.009 -0.117
O 0.711037 -2.782920 -0.158788 0.446 -0.005 -0.003
H -0.763330 -4.585777 -2.310402 0.043 -0.010 0.068
H -1.418680 -3.819179 -0.857174 0.114 0.056 0.006
H -1.544685 -3.027397 -2.426730 -0.057 -0.017 0.071
H 0.396165 -1.912024 -1.989759 0.149 -0.006 0.028
H 1.875136 -3.503482 -3.079273 0.171 0.070 0.085
H 1.552058 -4.761687 -1.865584 -0.163 0.033 0.005
C -5.761348 -5.709204 -2.390403 -0.198 0.222 0.201
C -4.835855 -4.869986 -3.260966 -0.382 -0.514 0.492
C -5.179358 -4.894861 -4.726622 -0.177 0.277 -0.208
O -3.914857 -4.638542 -5.338727 0.206 -0.143 0.187
C -2.967377 -5.135464 -4.500364 0.109 -0.095 0.028
O -1.831023 -5.313915 -4.797832 -0.017 0.088 0.103
O -3.499702 -5.411328 -3.275244 0.107 0.259 -0.565
H -6.562014 -6.166795 -2.973339 0.107 -0.073 -0.053
H -5.215208 -6.496770 -1.873789 0.063 0.029 -0.074
H -6.242477 -5.084058 -1.637873 0.054 -0.065 0.040
H -4.770000 -3.849041 -2.876387 0.043 0.027 -0.138
H -5.908673 -4.136360 -5.004711 0.161 0.064 -0.113
H -5.529936 -5.872757 -5.067246 -0.031 -0.028 0.174

# 2
81
Properties=species:S:1:pos:R:3:forces:R:3 method="wB97M-V/def2-TZVPD" charge=+2 spin_multiplicity=5 relative_energy_kcal_mol=0.0 homo_ev="-10.98 / -12.55"
Ru 1.789563 1.509696 -2.298265 -0.815 -3.582 3.617
C 1.356289 -0.630373 3.231162 -0.196 -0.102 0.147
C 0.848951 0.699049 3.196130 -0.036 -0.036 0.287
C -0.883452 -0.715596 3.756259 -0.078 0.047 0.025
C 0.272224 -1.504630 3.531942 0.300 0.054 0.104
C -0.522436 0.650675 3.582899 -0.140 -0.031 0.040
C 2.762767 -1.047655 3.053621 0.254 0.032 -0.258
H 3.341537 -0.279303 2.528431 -0.052 -0.222 0.143
H 2.820240 -1.988139 2.491062 0.077 0.171 0.138
H 3.249481 -1.227594 4.026044 -0.163 0.060 -0.204
C 0.340085 -2.974839 3.645528 0.089 -0.418 -0.263
H 1.210772 -3.372203 3.105477 -0.240 0.062 0.238
H -0.563911 -3.438630 3.222954 0.192 0.090 0.186
H 0.423108 -3.300424 4.697170 -0.054 0.145 -0.276
C -2.211719 -1.239347 4.132761 -0.386 0.091 -0.060
H -2.213337 -1.601527 5.174152 0.030 0.049 -0.262
H -2.494905 -2.084861 3.486671 0.102 0.175 0.222
H -2.981071 -0.461648 4.047875 0.173 -0.258 0.083
C -1.409980 1.807207 3.824947 -0.172 0.354 -0.077
H -1.502647 2.015856 4.906020 0.068 -0.119 -0.297
H -2.428048 1.615970 3.450092 0.318 0.055 0.158
H -1.018827 2.715395 3.347732 -0.159 -0.239 0.193
C 1.603969 1.921901 2.856786 0.175 0.317 -0.393
H 2.045721 2.400022 3.747927 -0.129 -0.196 -0.195
H 0.952349 2.668815 2.377619 0.203 -0.212 0.198
H 2.422661 1.692817 2.159599 -0.164 0.118 0.264
C 2.114400 1.217652 -4.219529 1.289 0.159 -1.528
C 3.336521 1.535463 -3.500852 1.114 -0.303 -1.942
C 3.930812 2.928432 -3.571427 0.240 0.083 0.161
C 2.931382 4.009060 -3.068299 0.505 0.663 0.353
C 1.796515 3.448965 -2.231058 -0.879 1.599 -0.413
C 0.556345 2.949424 -2.813169 -0.511 2.380 -0.235
C 0.354304 3.065172 -4.312888 -0.367 -0.220 -0.161
C 1.421872 2.259729 -5.095415 -0.339 -0.334 -0.467
H 4.284491 3.160453 -4.590860 -0.141 -0.069 0.323
H 2.562205 4.649859 -3.880779 0.007 -0.258 0.119
H 4.820711 2.945139 -2.919667 -0.267 0.013 -0.309
H 2.141644 2.921798 -5.604678 -0.150 -0.255 0.313
H 2.023284 0.192536 -4.603760 0.022 0.104 0.285
H 4.065907 0.728745 -3.359496 -0.166 0.111 -0.069
H 0.907416 1.694474 -5.885369 0.183 0.342 0.015
H -0.641173 2.659339 -4.549077 0.212 0.140 0.000
H -0.351890 3.077900 -2.213370 0.129 0.030 -0.041
H 0.338854 4.117327 -4.639354 0.032 -0.267 0.153
H 3.491445 4.664134 -2.389402 -0.078 0.102 -0.358
H 1.717219 3.870825 -1.223371 0.010 -0.123 -0.006
P -0.181614 -1.785264 -1.118384 1.129 1.211 -0.155
P -2.279996 0.623211 0.489361 -0.214 0.004 0.109
C -1.185501 -0.503248 -1.971431 -0.698 -0.364 -0.168
C -2.412669 0.127481 -1.298426 -0.006 0.186 -0.067
H -1.511484 -0.998417 -2.898730 0.089 0.247 0.087
H -0.469529 0.301410 -2.258543 -0.029 -0.567 0.236
H -2.671769 1.041640 -1.847889 -0.050 -0.291 -0.135
H -3.266521 -0.556584 -1.380180 0.199 0.161 -0.012
C -4.078769 0.571615 0.902134 -0.110 -0.206 0.365
H -4.190274 0.207418 1.934546 -0.173 0.142 -0.309
H -4.622928 -0.108901 0.234172 0.078 0.175 0.254
H -4.521407 1.573004 0.831529 0.023 -0.292 -0.025
C -2.115438 2.451966 0.410548 0.292 0.017 -0.186
H -2.789895 2.868792 -0.349610 0.179 -0.012 0.205
H -1.079984 2.733307 0.184870 -0.180 0.071 -0.014
H -2.382470 2.861560 1.392672 0.046 -0.045 -0.282
C 0.734232 -2.526612 -2.472544 -0.132 -0.215 -0.127
H 1.579085 -3.102578 -2.091080 -0.022 0.042 -0.107
H 1.097354 -1.718361 -3.120577 0.006 -0.138 0.181
H 0.077612 -3.179827 -3.055382 0.113 0.032 0.077
C 1.050960 -0.773489 -0.238303 0.163 -0.281 0.632
H 0.537181 -0.110850 0.469473 0.023 -0.142 -0.194
H 1.716761 -0.151302 -0.914203 -0.681 -0.707 0.194
H 1.694921 -1.439148 0.341364 0.083 -0.009 -0.032
F -2.725656 -6.363622 1.687887 0.850 1.418 -0.602
C -2.100061 -5.271286 1.147346 -0.717 -0.956 0.363
C -2.828158 -4.095088 0.997870 0.111 0.107 0.028
C -2.208616 -3.004792 0.392760 0.028 0.016 -0.230
C -0.895223 -3.101842 -0.100547 -0.526 0.054 0.184
C -0.181692 -4.296929 0.116036 0.049 0.224 -0.289
C -0.776722 -5.389461 0.739502 -0.022 0.305 -0.005
H -3.867848 -4.037703 1.317665 0.287 -0.102 -0.017
H -2.763843 -2.074579 0.268705 0.065 -0.354 0.029
H 0.845323 -4.379843 -0.237290 -0.202 -0.118 0.067
H -0.237008 -6.318739 0.883900 -0.093 0.088 -0.009